A structure of composition C22H30AlAs2N3O3. Source: the Open Molecules 2025 dataset; level of theory: ωB97M-V/def2-TZVPD.

CARTESIAN COORDINATES (ANGSTROEM)
Al 0.90235 -0.67190 0.54652
C 2.39244 2.52926 -0.38205
As 0.64293 1.76536 -0.07582
C 0.16788 2.69896 1.55467
C -0.40539 2.52415 -1.50249
C 0.31198 3.14707 -2.52343
C -0.35863 3.80296 -3.54317
C -1.74359 3.85030 -3.53510
C -2.45328 3.22541 -2.51949
C -1.80590 2.53504 -1.49594
As -2.85680 1.62812 -0.11128
C -3.70281 3.17301 0.71478
C -4.34507 1.03293 -1.21962
H 2.87485 2.10042 -1.25642
H 2.99307 2.33510 0.50120
H 2.28349 3.60162 -0.51324
H 0.01213 3.74577 1.30847
H 0.99895 2.60882 2.25176
H -0.72815 2.27688 1.99467
H 1.39120 3.13212 -2.53989
H 0.20308 4.28301 -4.33480
H -2.27381 4.37033 -4.32256
H -3.53468 3.26690 -2.53993
H -4.18930 3.78625 -0.04282
H -2.95032 3.76581 1.23159
H -4.44236 2.83632 1.43892
H -4.83182 1.87582 -1.70614
H -5.07727 0.53751 -0.58488
H -3.98959 0.33981 -1.98084
C 4.94389 0.05515 1.38568
C 3.66683 -0.68767 1.59742
O 2.57492 -0.23240 1.12732
N 3.67075 -1.80879 2.28170
C 2.46302 -2.61879 2.52334
C 2.03967 -3.34546 1.26926
C 2.18998 -4.71182 1.16195
C 1.85363 -5.34555 -0.02684
C 1.37853 -4.58843 -1.08224
C 1.22242 -3.23210 -0.90198
N 1.54008 -2.60803 0.25054
H 4.76961 0.92514 0.76339
H 5.67588 -0.59594 0.90349
H 5.35615 0.37156 2.34592
H 4.55670 -2.14316 2.63231
H 1.67037 -1.98557 2.91361
H 2.70917 -3.33457 3.29970
H 2.57893 -5.27637 2.00017
H 1.96576 -6.41860 -0.12436
H 1.11574 -5.03505 -2.03153
H 0.80921 -2.61913 -1.69396
O -1.77302 -1.99640 -2.14073
C -1.86101 -1.87795 -0.95556
C -2.99215 -2.33375 -0.03365
C -2.56615 -1.89643 1.38042
C -1.19673 -1.37112 1.11915
O -0.28181 -0.97509 1.94917
N -0.83404 -1.31452 -0.14374
H -3.08165 -3.41610 -0.12794
H -3.93389 -1.90825 -0.36696
H -2.54572 -2.69168 2.12406
H -3.17064 -1.08628 1.78824

Computed properties:
Charge: +2
Highest occupied orbital energy (eV): -13.74
Energy (eV): -162179.1106
2S+1: 1
LUMO (eV): -5.91
Kohn-Sham gap (eV): 7.83
Relative energy (zero: lowest compared OMol25 entry of this formula, charge and spin) (kcal per mole): 18.3